Record 1
Computed, not measured: a 6-piece molecular cluster, C16H48N4O6 overall, with ωB97M-V/def2-TZVPD.

E_HOMO (alpha / beta)   -10.940 / -10.940 eV
Orbital gap (alpha / beta)   8.60 / 2.86 eV
Lowest unoccupied orbital energy (alpha / beta)   -2.3 / -8.1 eV

ORCA input file:
```
! wB97M-V def2-TZVPD RIJCOSX def2/J DEFGRID3
* xyz 1 2
O -0.397 0.155 1.025
H -0.353 -0.694 0.584
H 0.517 0.384 1.194
O -0.047 -2.384 -0.269
H 0.061 -2.657 -1.181
H 0.326 -3.102 0.242
C -3.740 -3.025 0.142
C -3.856 -2.403 -1.261
C -5.060 -2.909 -1.974
O -5.207 -4.361 -1.983
C -6.371 -4.919 -2.619
N -3.705 -0.981 -1.181
H -2.808 -2.747 0.633
H -3.935 -4.098 0.160
H -4.535 -2.555 0.721
H -2.945 -2.795 -1.715
H -5.180 -2.513 -2.982
H -5.972 -2.547 -1.499
H -7.250 -4.523 -2.110
H -6.445 -5.992 -2.443
H -6.462 -4.660 -3.674
H -3.924 -0.538 -2.061
H -2.802 -0.635 -0.890
C 6.874 -2.148 -1.188
C 5.491 -2.797 -1.096
C 4.297 -1.991 -1.727
O 4.296 -0.681 -1.131
C 3.015 -0.130 -1.101
N 5.647 -4.165 -1.683
H 7.166 -1.889 -2.206
H 7.639 -2.769 -0.722
H 6.892 -1.242 -0.582
H 5.251 -2.775 -0.033
H 3.363 -2.548 -1.654
H 4.463 -1.927 -2.803
H 2.244 -0.722 -0.608
H 2.627 -0.092 -2.119
H 3.001 0.874 -0.677
H 5.783 -4.213 -2.683
H 6.524 -4.542 -1.353
C -3.009 2.691 -0.888
C -2.507 2.915 0.538
C -3.167 4.159 1.163
O -2.778 5.374 0.482
C -3.260 6.559 1.051
N -2.944 1.797 1.384
H -4.092 2.674 -1.011
H -2.592 1.758 -1.269
H -2.653 3.482 -1.548
H -1.421 2.950 0.629
H -2.947 4.212 2.229
H -4.256 4.141 1.112
H -2.930 7.467 0.547
H -2.956 6.611 2.097
H -4.345 6.485 1.116
H -2.186 1.132 1.327
H -2.985 1.966 2.379
C 3.529 3.786 1.946
C 2.555 2.572 1.828
C 3.168 1.218 2.105
O 2.190 0.169 1.814
C 2.697 -1.122 2.154
N 1.297 2.844 2.588
H 4.397 3.657 1.300
H 3.899 3.985 2.952
H 3.089 4.755 1.712
H 2.297 2.556 0.769
H 3.434 1.013 3.142
H 4.022 1.156 1.430
H 2.186 -1.954 1.669
H 2.641 -1.273 3.232
H 3.716 -1.136 1.768
H 0.774 3.589 2.152
H 0.651 2.067 2.607
*
```

***

Record 2
Computed, not measured: a 6-piece molecular cluster, C16H48N6O7 overall, with ωB97M-V/def2-TZVPD.

E_HOMO   -8.134 eV
Orbital gap   8.51 eV
Lowest unoccupied orbital energy   0.4 eV

ORCA input file:
```
! wB97M-V def2-TZVPD RIJCOSX def2/J DEFGRID3
* xyz 0 1
N 0.226 0.157 0.779
H -0.764 0.415 0.794
H 0.223 -0.254 -0.184
H 0.587 -0.477 1.504
H 0.739 1.042 0.727
N 2.803 -0.963 2.668
O 3.696 -1.599 3.220
O 3.091 0.041 1.949
O 1.581 -1.286 2.765
C 0.517 4.233 3.219
C 0.359 3.209 2.062
C -0.600 3.789 1.047
O -0.845 2.847 -0.009
C -0.996 3.470 -1.278
N 1.613 2.788 1.466
H -0.243 5.012 3.156
H 1.558 4.541 3.287
H 0.295 3.732 4.165
H -0.073 2.298 2.494
H -0.188 4.708 0.610
H -1.613 3.990 1.412
H -1.518 2.771 -1.927
H -0.035 3.796 -1.682
H -1.632 4.356 -1.189
H 2.000 3.658 1.088
H 2.337 2.530 2.131
C 1.312 -0.595 -5.822
C 0.737 0.759 -5.319
C 1.545 1.273 -4.108
O 1.472 0.279 -3.102
C 2.465 0.281 -2.074
N 0.729 1.776 -6.357
H 0.554 -1.115 -6.407
H 1.588 -1.206 -4.966
H 2.158 -0.344 -6.462
H -0.313 0.676 -5.033
H 1.218 2.266 -3.793
H 2.610 1.321 -4.370
H 3.430 0.078 -2.547
H 2.224 -0.602 -1.483
H 2.433 1.202 -1.492
H 0.311 1.409 -7.208
H 1.648 2.023 -6.720
C -2.664 -0.185 5.750
C -2.822 -0.842 4.403
C -2.601 0.173 3.276
O -2.293 -0.274 1.977
C -3.336 -1.077 1.420
N -1.849 -1.917 4.260
H -1.620 -0.008 6.024
H -2.935 -0.920 6.512
H -3.245 0.733 5.831
H -3.888 -1.092 4.366
H -1.868 0.969 3.473
H -3.434 0.902 3.262
H -4.328 -0.843 1.810
H -3.126 -2.126 1.643
H -3.332 -0.964 0.337
H -0.946 -1.771 4.688
H -1.678 -2.148 3.293
C 0.186 -3.196 -2.875
C -0.386 -2.709 -1.567
C 0.449 -3.239 -0.387
O 0.612 -4.638 -0.544
C 1.419 -5.197 0.506
N -0.518 -1.243 -1.565
H 0.263 -4.281 -2.898
H 1.195 -2.797 -3.050
H -0.302 -2.780 -3.760
H -1.395 -3.130 -1.514
H 0.172 -2.933 0.628
H 1.465 -2.822 -0.492
H 1.943 -6.045 0.063
H 0.662 -5.520 1.223
H 2.202 -4.554 0.910
H -1.446 -0.968 -1.847
H 0.204 -0.844 -2.167
*
```

***

Record 3
Computed, not measured: a 8-piece molecular cluster, C16H48O16 overall, with ωB97M-V/def2-TZVPD.

E_HOMO   -9.377 eV
Orbital gap   9.57 eV
Lowest unoccupied orbital energy   0.2 eV
SMILES string   OCCO.OCCO.OCCO.OCCO.OCCO.OCCO.OCCO.OCCO

ORCA input file:
```
! wB97M-V def2-TZVPD RIJCOSX def2/J DEFGRID3
* xyz 0 1
C 4.671 -0.739 -1.385
C 5.915 -1.564 -1.625
O 6.976 -0.973 -0.878
O 4.402 -0.668 0.020
H 3.815 -1.214 -1.870
H 4.752 0.252 -1.845
H 6.160 -1.717 -2.677
H 5.714 -2.567 -1.221
H 7.797 -1.376 -1.171
H 5.282 -0.720 0.427
C -4.378 -3.890 -0.738
C -3.328 -2.939 -0.262
O -2.127 -3.160 -0.999
O -4.008 -5.231 -0.464
H -4.633 -3.709 -1.787
H -5.321 -3.704 -0.216
H -3.126 -3.062 0.806
H -3.607 -1.898 -0.470
H -1.380 -2.650 -0.638
H -3.475 -5.573 -1.185
C -2.060 -2.373 3.548
C -0.765 -3.104 3.307
O 0.288 -2.175 3.585
O -2.235 -2.183 4.947
H -2.952 -2.808 3.082
H -1.987 -1.385 3.061
H -0.710 -3.460 2.277
H -0.737 -3.916 4.038
H 1.128 -2.622 3.437
H -2.697 -1.354 5.088
C -2.320 0.158 -4.203
C -3.555 -0.285 -3.455
O -3.636 -1.660 -3.151
O -2.274 -0.402 -5.512
H -1.443 -0.254 -3.705
H -2.263 1.250 -4.233
H -4.451 -0.120 -4.064
H -3.685 0.298 -2.535
H -3.023 -1.918 -2.447
H -3.016 -0.103 -6.043
C -0.132 0.363 -0.672
C 0.536 -0.973 -0.516
O -0.111 -1.922 0.331
O -1.509 0.342 -1.077
H 0.398 0.799 -1.537
H 0.025 1.080 0.140
H 1.614 -0.856 -0.353
H 0.608 -1.432 -1.513
H 0.241 -1.710 1.210
H -1.793 1.251 -0.899
C -2.458 3.748 -2.163
C -0.960 3.869 -1.866
O -0.730 4.107 -0.489
O -2.994 2.809 -1.251
H -2.594 3.507 -3.224
H -2.933 4.732 -2.070
H -0.508 4.655 -2.464
H -0.527 2.894 -2.135
H -1.429 3.654 0.000
H -3.950 2.908 -1.231
C 2.585 2.433 -0.183
C 3.695 3.422 -0.525
O 4.022 4.241 0.582
O 2.930 1.532 0.865
H 2.435 1.827 -1.090
H 1.656 2.916 0.115
H 3.323 4.036 -1.350
H 4.607 2.917 -0.856
H 4.844 3.956 0.981
H 3.539 0.854 0.513
C 0.618 1.218 5.231
C 1.062 0.894 3.818
O 1.309 2.103 3.119
O -0.571 1.976 5.229
H 1.472 1.797 5.607
H 0.468 0.319 5.831
H 0.334 0.281 3.272
H 1.992 0.307 3.840
H 1.648 1.858 2.244
H -0.468 2.808 5.691
*
```